Record 1
This record from OMol25 describes C32H18Br2F4FeI2N2OP as an isolated structure in a non-equilibrium geometry. The level of theory is ωB97M-V/def2-TZVPD.

HOMO energy (spin up / spin down)   -13.8 / -13.9 eV
Net charge   +2
Spin multiplicity   2
Gap between HOMO and LUMO (spin up / spin down)   7.486 / 5.553 eV

Last column: Löwdin charge in e.
Atoms and positions in Å:
Fe (0.630, -0.249, -0.056)  0.140
I (-3.976, -2.571, -0.114)  1.109
C (-3.035, -1.529, 1.376)  -0.634
C (-3.596, -1.403, 2.638)  -0.196
C (-2.986, -0.663, 3.650)  -0.642
I (-3.896, -0.593, 5.478)  1.148
C (-1.740, 0.026, 3.410)  -0.181
C (-1.076, 0.868, 4.319)  0.008
C (0.093, 1.482, 3.936)  0.013
C (0.612, 1.242, 2.661)  -0.069
N (0.011, 0.441, 1.794)  0.042
C (-1.150, -0.136, 2.158)  -0.138
C (-1.771, -0.917, 1.106)  -0.387
O (-1.158, -1.003, 0.013)  -0.101
H (-4.540, -1.891, 2.842)  0.094
H (-1.492, 1.040, 5.303)  0.086
H (0.616, 2.147, 4.609)  0.130
H (1.531, 1.715, 2.335)  0.117
F (4.770, 3.264, -3.980)  0.181
C (3.825, 2.400, -3.679)  -0.121
C (3.662, 1.250, -4.429)  -0.119
F (4.451, 1.021, -5.458)  0.177
C (2.664, 0.338, -4.100)  -0.183
F (2.549, -0.726, -4.882)  0.140
C (1.829, 0.528, -3.010)  -0.306
P (0.566, -0.654, -2.397)  1.075
C (1.039, -2.308, -2.968)  -0.343
C (0.675, -2.786, -4.229)  -0.085
C (1.080, -4.044, -4.641)  -0.044
C (1.854, -4.838, -3.803)  -0.047
C (2.213, -4.376, -2.547)  -0.058
C (1.796, -3.120, -2.130)  -0.086
C (-0.937, -0.209, -3.291)  -0.347
C (-1.965, -1.150, -3.374)  -0.114
C (-3.133, -0.839, -4.050)  -0.061
C (-3.294, 0.418, -4.619)  -0.049
C (-2.286, 1.364, -4.515)  -0.051
C (-1.109, 1.055, -3.850)  -0.080
C (1.998, 1.722, -2.302)  -0.572
Br (0.801, 2.178, -0.895)  1.006
C (2.969, 2.648, -2.613)  -0.253
F (3.098, 3.772, -1.922)  0.113
H (0.089, -2.170, -4.899)  0.116
H (0.800, -4.403, -5.622)  0.119
H (2.176, -5.817, -4.133)  0.118
H (2.816, -4.992, -1.893)  0.111
H (2.052, -2.773, -1.143)  0.060
H (-1.849, -2.126, -2.917)  0.098
H (-3.917, -1.580, -4.140)  0.114
H (-4.211, 0.661, -5.140)  0.118
H (-2.411, 2.342, -4.960)  0.117
H (-0.324, 1.799, -3.789)  0.095
Br (3.366, -0.230, 0.217)  0.986
C (2.696, -1.803, 1.003)  -0.694
C (3.511, -2.797, 1.499)  -0.051
C (2.874, -3.912, 2.025)  -0.004
C (1.486, -3.972, 2.026)  -0.004
C (0.768, -2.917, 1.500)  -0.062
N (1.371, -1.834, 0.988)  -0.056
H (4.586, -2.704, 1.475)  0.126
H (3.460, -4.728, 2.425)  0.132
H (0.965, -4.831, 2.425)  0.127
H (-0.313, -2.926, 1.475)  0.121

Cartesian forces, eV/Å:
-0.34 0.25 0.58
-0.02 -0.07 -0.05
0.09 0.05 0.03
0.08 0.06 0.02
0.03 -0.05 -0.14
-0.07 0.03 0.12
-0.07 0.03 0.03
0.03 0.01 0.02
-0.04 0.00 -0.01
0.01 -0.01 0.04
0.48 0.11 0.06
-0.10 0.05 -0.04
-0.07 0.12 0.09
-0.24 0.05 -0.36
0.00 0.01 0.00
0.01 -0.01 -0.01
0.00 -0.01 -0.01
0.01 -0.05 0.01
0.01 0.02 -0.01
0.02 0.03 -0.02
0.01 0.00 0.00
0.01 -0.01 -0.01
0.00 0.01 0.07
0.00 -0.04 0.01
-0.10 0.16 -0.06
0.88 -0.55 0.25
-0.16 0.02 -0.22
0.00 0.04 0.00
-0.01 -0.01 -0.01
0.01 -0.01 -0.02
0.01 0.02 0.02
-0.02 -0.01 -0.02
-0.13 0.02 0.20
-0.02 0.03 0.04
0.00 0.00 0.04
-0.03 0.01 0.00
0.00 0.02 0.03
0.01 -0.03 -0.08
0.01 0.01 -0.09
-0.21 -0.11 0.03
-0.03 0.00 0.00
-0.01 -0.02 0.00
0.00 0.00 0.00
0.00 0.00 0.01
-0.01 0.01 0.01
-0.02 0.01 0.00
0.09 0.01 0.03
0.02 -0.02 -0.04
0.00 0.01 0.02
0.02 -0.02 -0.02
0.00 0.00 0.01
0.00 -0.01 -0.04
-0.03 0.27 -0.12
0.03 -0.03 0.19
-0.06 0.02 0.06
0.00 -0.05 -0.01
0.04 0.02 0.05
-0.01 0.05 0.00
-0.16 -0.42 -0.59
0.00 0.01 -0.01
-0.01 0.00 0.00
0.00 0.01 0.00
0.04 -0.07 -0.08

Record 2
This record from OMol25 describes C32H19Br2N6O5Ru as an isolated structure in a non-equilibrium geometry. The level of theory is ωB97M-V/def2-TZVPD.

HOMO energy (spin up / spin down)   -7.1 / -7.1 eV
Net charge   0
Spin multiplicity   2
Gap between HOMO and LUMO (spin up / spin down)   4.598 / 4.652 eV

Last column: Löwdin charge in e.
Atoms and positions in Å:
Ru (-0.357, -0.202, 0.274)  1.384
Br (4.558, -4.039, 2.627)  0.820
C (3.325, -2.818, 1.881)  -0.607
C (3.151, -2.885, 0.403)  -0.212
C (2.016, -1.913, 0.022)  -0.228
N (1.525, -0.870, 0.850)  0.039
C (1.760, -0.959, 2.125)  -0.170
C (2.712, -1.910, 2.662)  -0.034
C (0.872, -0.127, 2.934)  -0.188
C (1.205, 0.433, 4.156)  -0.028
C (0.280, 1.249, 4.778)  -0.655
Br (0.713, 2.093, 6.400)  0.822
C (-0.967, 1.440, 4.203)  -0.054
C (-1.220, 0.838, 2.984)  -0.080
N (-0.320, 0.097, 2.342)  -0.026
H (4.112, -2.762, -0.102)  0.151
H (2.128, -1.556, -0.997)  0.159
H (2.905, -1.894, 3.727)  0.111
H (2.185, 0.265, 4.581)  0.119
H (-1.713, 2.057, 4.682)  0.122
H (-2.177, 0.959, 2.492)  0.138
N (-0.268, -2.191, -3.054)  0.137
C (0.384, -2.932, -2.110)  -0.341
C (1.532, -3.767, -2.525)  0.020
C (2.387, -4.288, -1.639)  -0.016
C (2.251, -4.036, -0.166)  -0.161
C (1.029, -3.106, 0.062)  -0.240
N (0.018, -2.832, -0.890)  0.134
C (-0.713, -0.855, -2.933)  -0.324
C (-1.320, -0.356, -4.065)  -0.073
C (-1.692, 1.012, -4.127)  -0.098
C (-1.415, 1.835, -3.101)  -0.036
C (-0.798, 1.294, -1.873)  -0.318
N (-0.451, -0.103, -1.841)  -0.018
H (-0.241, -2.521, -4.002)  0.134
H (1.659, -3.962, -3.584)  0.113
H (3.189, -4.939, -1.969)  0.116
H (2.289, -4.970, 0.400)  0.144
H (0.587, -3.234, 1.051)  0.152
H (-1.504, -1.016, -4.902)  0.094
H (-2.166, 1.394, -5.022)  0.106
H (-1.665, 2.888, -3.103)  0.111
H (0.069, 1.887, -1.573)  0.130
O (-2.387, 5.558, 1.712)  0.175
C (-1.890, 4.572, 1.257)  -0.235
C (-2.559, 3.633, 0.203)  -0.297
O (-3.643, 3.860, -0.283)  0.113
C (-1.610, 2.581, 0.030)  -0.172
C (-0.410, 2.761, 0.737)  -0.336
O (0.568, 1.970, 0.686)  -0.050
C (-0.557, 3.960, 1.602)  -0.262
O (0.173, 4.319, 2.494)  0.145
O (-1.772, 1.438, -0.711)  -0.076
N (-6.845, -3.615, 1.342)  0.151
C (-5.817, -3.139, 1.140)  -0.190
C (-4.540, -2.542, 0.899)  -0.241
C (-3.523, -2.665, 1.843)  -0.037
C (-2.303, -2.048, 1.626)  -0.123
C (-2.068, -1.297, 0.473)  -0.237
C (-3.080, -1.213, -0.483)  -0.079
C (-4.305, -1.825, -0.274)  -0.015
H (-3.698, -3.243, 2.742)  0.117
H (-1.526, -2.166, 2.372)  0.086
H (-2.934, -0.666, -1.403)  0.092
H (-5.083, -1.748, -1.021)  0.123

Cartesian forces, eV/Å:
-0.50 1.46 -1.31
-0.20 0.14 -0.05
0.06 -0.03 0.22
0.04 0.16 -0.18
0.20 -0.45 -0.13
-0.79 -0.96 1.09
-0.01 0.26 -1.25
0.50 -0.25 0.27
-0.38 0.37 0.51
0.20 -0.29 -0.20
-0.19 0.13 0.11
-0.02 -0.05 -0.08
0.23 -0.02 0.13
-0.19 -0.07 0.01
0.15 0.14 0.13
0.04 0.08 0.11
-0.04 0.03 0.00
-0.01 -0.02 -0.01
-0.03 0.01 0.05
-0.03 0.00 -0.04
0.02 0.00 -0.05
0.23 -0.25 0.22
-0.29 0.12 0.19
0.21 -0.17 -0.04
0.02 0.12 -0.07
-0.11 -0.15 0.15
0.17 0.40 -0.13
-0.24 -0.11 -0.12
-0.48 0.35 -0.56
0.02 -0.49 0.17
0.06 0.24 0.29
-0.18 -0.18 0.02
0.52 0.03 -1.19
0.41 0.33 0.32
0.07 0.09 -0.09
0.01 -0.02 0.00
0.00 0.04 -0.07
-0.01 0.00 -0.04
0.10 0.02 0.05
0.05 0.02 0.01
-0.01 0.00 0.00
0.05 0.00 -0.05
-0.19 0.08 0.26
0.16 0.11 0.15
-0.85 -0.27 -0.69
-0.26 1.00 0.46
0.08 -0.36 -0.12
0.76 -0.31 0.21
-0.62 -0.17 -0.82
0.14 -0.61 0.26
0.64 0.34 0.68
0.04 -0.16 -0.15
-0.03 -0.51 0.85
0.07 0.01 -0.02
-0.27 -0.15 0.04
0.29 0.17 -0.10
-0.06 -0.09 0.03
-0.06 -0.09 -0.08
0.54 -0.10 0.65
0.03 0.05 -0.14
0.00 -0.09 0.11
0.01 0.02 0.01
-0.02 0.03 0.01
0.00 0.04 0.02
-0.01 0.03 0.01

Record 3
This record from OMol25 describes C32H21BrN5O2RbS3 as an isolated structure. The level of theory is ωB97M-V/def2-TZVPD.

HOMO energy   -1.3 eV
Net charge   -2
Gap between HOMO and LUMO   4.740 eV

Last column: Löwdin charge in e.
Atoms and positions in Å:
Rb (-1.320, -0.408, 1.949)  0.640
C (-2.711, -3.959, 1.130)  -0.075
O (-2.787, -2.703, 0.450)  -0.122
C (-2.312, -2.652, -0.806)  -0.248
C (-2.021, -3.752, -1.584)  -0.053
C (-1.546, -3.565, -2.882)  -0.672
Br (-1.149, -5.094, -3.943)  0.698
C (-1.339, -2.318, -3.404)  -0.097
C (-1.630, -1.193, -2.619)  -0.065
C (-2.123, -1.350, -1.328)  -0.198
O (-2.413, -0.327, -0.514)  -0.060
C (-1.339, 0.162, -3.092)  -0.230
N (-1.563, 1.237, -2.385)  0.171
C (-1.103, 2.301, -3.146)  -0.191
C (-1.079, 3.659, -2.848)  0.012
C (-0.539, 4.506, -3.798)  -0.090
C (-0.039, 4.019, -5.017)  -0.111
C (-0.060, 2.669, -5.322)  -0.037
C (-0.602, 1.824, -4.360)  -0.186
N (-0.768, 0.450, -4.300)  0.171
H (-3.412, -4.671, 0.684)  0.089
H (-2.989, -3.754, 2.159)  0.094
H (-1.681, -4.319, 1.111)  0.047
H (-2.118, -4.748, -1.182)  0.104
H (-0.933, -2.217, -4.401)  0.091
H (-2.190, 0.526, -0.969)  0.077
H (-1.456, 4.027, -1.902)  0.103
H (-0.493, 5.568, -3.591)  0.096
H (0.383, 4.714, -5.732)  0.090
H (0.338, 2.295, -6.257)  0.100
H (-0.489, -0.219, -4.994)  0.147
C (1.937, 0.787, 2.202)  -0.048
C (1.384, 2.085, 1.672)  -0.331
C (2.251, 3.038, 1.075)  -0.034
C (1.727, 4.181, 0.566)  -0.034
C (0.338, 4.431, 0.653)  -0.186
C (-0.231, 5.624, 0.146)  -0.106
C (-1.583, 5.799, 0.262)  -0.139
C (-2.391, 4.834, 0.885)  -0.166
C (-1.894, 3.655, 1.444)  -0.719
S (-2.923, 2.568, 2.313)  0.384
C (-0.462, 3.444, 1.280)  -0.236
N (0.092, 2.290, 1.762)  0.088
H (3.002, 0.876, 2.416)  0.075
H (1.816, -0.023, 1.475)  0.058
H (1.421, 0.478, 3.111)  0.065
H (3.315, 2.837, 1.030)  0.102
H (2.365, 4.924, 0.096)  0.106
H (0.406, 6.365, -0.325)  0.091
H (-2.044, 6.701, -0.129)  0.089
H (-3.455, 5.008, 0.980)  0.077
S (0.659, -2.975, 1.003)  0.437
C (1.563, -3.560, 2.380)  -0.738
C (2.700, -4.345, 2.131)  -0.110
C (3.516, -4.867, 3.125)  -0.232
C (4.664, -5.658, 2.768)  -0.210
N (5.579, -6.297, 2.479)  0.111
C (3.192, -4.604, 4.463)  -0.230
C (2.070, -3.838, 4.741)  -0.110
C (1.223, -3.295, 3.757)  -0.770
S (-0.149, -2.365, 4.288)  0.335
C (3.995, -5.112, 5.546)  -0.207
N (4.632, -5.510, 6.420)  0.112
H (2.948, -4.547, 1.097)  0.090
H (1.821, -3.637, 5.775)  0.090

Cartesian forces, eV/Å:
0.18 0.02 0.61
0.00 0.08 -0.04
-0.01 0.00 0.06
-0.03 0.05 -0.04
0.06 -0.06 -0.03
0.01 -0.03 0.02
-0.01 0.03 0.03
0.01 -0.04 -0.06
0.17 0.20 -0.13
-0.07 -0.01 0.13
-0.21 -0.10 -0.29
-0.07 -0.35 0.07
0.05 0.29 -0.02
-0.12 -0.05 0.15
0.01 0.06 -0.01
0.02 -0.03 -0.06
-0.03 0.04 0.08
-0.02 -0.03 0.05
0.08 -0.11 -0.08
0.04 0.09 -0.16
0.00 -0.03 0.00
0.00 0.01 0.03
0.01 -0.03 0.01
-0.01 -0.01 -0.01
-0.03 0.00 0.00
-0.04 0.03 -0.06
0.02 0.00 0.03
0.01 0.00 -0.01
-0.01 0.01 0.00
-0.01 0.00 0.00
0.02 0.01 0.04
-0.01 0.06 -0.05
-0.02 0.00 -0.01
0.09 -0.15 0.04
-0.02 0.09 -0.01
0.00 0.02 -0.03
0.04 -0.08 0.00
-0.11 -0.05 0.02
-0.01 0.00 0.01
0.14 -0.01 0.03
0.04 0.08 -0.20
-0.05 -0.16 0.12
-0.02 0.16 -0.13
0.00 -0.01 0.01
0.00 -0.01 0.00
-0.01 0.00 0.01
-0.01 -0.02 -0.01
-0.01 0.00 -0.01
0.01 -0.01 0.00
-0.03 -0.01 0.01
0.00 0.03 -0.01
0.08 0.02 0.02
-0.04 0.04 0.11
-0.06 0.06 -0.12
0.25 -0.18 -0.16
-0.28 0.17 0.14
0.04 -0.02 -0.04
0.16 -0.10 0.30
-0.12 0.09 0.04
0.01 -0.02 -0.12
0.11 -0.13 -0.04
-0.17 0.13 -0.27
0.02 -0.02 0.05
-0.01 0.01 0.00
-0.01 0.00 -0.01

Record 4
This record from OMol25 describes C32H21EuN8O2SSe as an isolated structure in a non-equilibrium geometry. The level of theory is ωB97M-V/def2-TZVPD.

HOMO energy (spin up / spin down)   -2.4 / -4.5 eV
Net charge   -1
Spin multiplicity   8
Gap between HOMO and LUMO (spin up / spin down)   4.602 / 6.625 eV

Last column: Löwdin charge in e.
Atoms and positions in Å:
Eu (0.057, -0.048, 0.207)  1.950
O (-0.440, -2.274, 3.273)  -0.220
C (-1.095, -1.653, 2.398)  -0.578
N (-1.193, -1.913, 1.110)  -0.036
C (-0.899, -3.166, 0.578)  -0.232
C (-1.545, -4.295, 1.077)  -0.039
C (-1.447, -5.513, 0.434)  -0.120
C (-0.679, -5.621, -0.717)  -0.118
C (-0.004, -4.522, -1.212)  -0.032
C (-0.093, -3.271, -0.588)  -0.213
N (0.512, -2.098, -1.044)  -0.030
C (1.472, -2.152, -1.979)  -0.490
O (2.009, -3.130, -2.502)  0.004
C (1.951, -0.784, -2.443)  -0.193
C (3.043, -0.759, -3.313)  0.000
C (3.495, 0.449, -3.803)  -0.062
C (2.834, 1.605, -3.405)  -0.075
C (1.763, 1.492, -2.536)  -0.149
N (1.317, 0.331, -2.056)  0.008
C (-1.856, -0.419, 2.793)  -0.205
C (-2.242, -0.229, 4.117)  0.007
C (-2.983, 0.895, 4.435)  -0.058
C (-3.329, 1.773, 3.417)  -0.059
C (-2.921, 1.485, 2.123)  -0.141
N (-2.183, 0.428, 1.807)  0.063
H (-2.161, -4.179, 1.957)  0.109
H (-1.988, -6.369, 0.812)  0.086
H (-0.611, -6.566, -1.238)  0.087
H (0.595, -4.618, -2.103)  0.088
H (3.497, -1.702, -3.577)  0.113
H (4.341, 0.497, -4.473)  0.103
H (3.145, 2.576, -3.758)  0.099
H (1.231, 2.378, -2.207)  0.104
H (-1.953, -0.959, 4.859)  0.117
H (-3.289, 1.080, 5.454)  0.103
H (-3.902, 2.663, 3.620)  0.099
H (-3.187, 2.135, 1.298)  0.107
S (-0.802, 4.570, 1.798)  0.955
C (0.037, 3.810, 3.076)  -0.445
C (0.466, 2.553, 2.758)  -0.215
C (0.137, 2.106, 1.442)  -0.278
C (-0.571, 3.107, 0.808)  -0.564
C (-1.115, 3.048, -0.522)  -0.328
C (-1.556, 4.196, -1.203)  -0.044
C (-2.017, 4.093, -2.495)  -0.071
C (-2.058, 2.837, -3.096)  -0.077
C (-1.645, 1.748, -2.353)  -0.154
N (-1.180, 1.826, -1.107)  -0.003
H (0.164, 4.340, 4.003)  0.051
H (1.018, 1.957, 3.476)  0.089
H (-1.512, 5.152, -0.703)  0.081
H (-2.336, 4.973, -3.035)  0.104
H (-2.403, 2.714, -4.111)  0.096
H (-1.678, 0.749, -2.775)  0.112
Se (1.750, -1.458, 3.630)  1.123
N (3.425, -0.931, 3.717)  -0.292
C (3.754, -0.302, 2.597)  -0.417
C (4.983, 0.273, 2.234)  -0.053
C (5.069, 0.852, 0.990)  -0.113
C (3.956, 0.885, 0.140)  -0.183
N (2.770, 0.394, 0.446)  0.026
C (2.678, -0.207, 1.648)  -0.487
N (1.534, -0.766, 2.036)  -0.368
H (5.810, 0.249, 2.924)  0.095
H (5.992, 1.295, 0.653)  0.082
H (4.034, 1.342, -0.838)  0.080

Cartesian forces, eV/Å:
0.42 -0.10 -0.03
-1.80 -0.03 -0.50
0.53 -0.88 0.70
0.02 0.45 -0.54
0.28 -0.60 -0.40
0.08 0.20 -0.09
0.05 -0.16 -0.10
-0.19 -0.08 0.19
0.08 0.11 -0.15
-0.33 -0.44 0.54
0.16 0.36 -0.36
-0.25 0.09 0.33
0.11 0.06 -0.13
0.21 0.04 -0.31
-0.10 0.02 0.08
-0.22 0.09 0.20
-0.02 -0.10 -0.04
-0.08 0.17 0.02
0.15 -0.39 -0.24
-0.18 0.27 0.06
0.10 0.07 -0.10
0.08 -0.07 -0.23
-0.03 -0.10 -0.04
0.01 0.15 0.01
0.10 -0.25 0.32
-0.03 -0.02 0.09
-0.01 -0.09 0.08
0.02 -0.06 -0.02
-0.03 0.01 0.09
-0.04 -0.02 0.03
0.05 0.00 -0.04
-0.01 0.11 0.01
0.02 0.01 0.04
0.10 -0.01 -0.04
-0.03 0.04 0.08
-0.08 0.08 -0.04
0.04 0.12 0.03
0.07 -0.52 -0.31
-0.02 -0.11 -0.09
0.15 0.12 0.27
-0.37 0.79 -0.21
0.42 0.32 0.69
-0.16 -0.07 -0.30
-0.06 -0.11 -0.08
0.07 -0.21 0.14
-0.03 -0.02 0.05
-0.04 -0.11 -0.21
0.02 0.53 0.20
0.07 0.03 0.18
0.00 -0.06 -0.06
0.05 0.06 0.00
-0.03 0.07 -0.05
-0.04 -0.08 -0.05
0.04 -0.01 -0.05
0.03 -0.93 1.97
1.41 0.37 0.42
-0.01 0.02 0.04
-0.20 -0.28 0.49
-0.38 0.27 -0.85
1.20 0.55 -0.21
-1.17 -0.76 0.66
0.17 0.12 -0.13
-0.75 0.77 -1.89
0.16 -0.02 0.08
0.13 0.08 -0.10
0.09 0.09 -0.08